(1)
Here is a structure of composition C39H33BrILuN5O2 at a distorted geometry from OMol25. Energies are from ωB97M-V/def2-TZVPD.

Structure (XYZ):
```
82
Properties=species:S:1:pos:R:3:lowdin_charge:R:1
Lu -0.634 0.512 0.174 1.592
C -0.432 -2.072 2.579 -0.170
C 1.023 -1.694 2.892 -0.095
C 1.337 -0.222 2.914 -0.282
C 1.687 0.395 4.112 0.000
C 2.090 1.718 4.106 -0.023
C 2.144 2.387 2.893 -0.029
C 1.768 1.708 1.749 -0.191
N 1.356 0.435 1.749 -0.063
N -0.848 -1.950 1.170 -0.208
C -2.282 -2.313 1.100 -0.121
C -3.234 -1.172 1.371 -0.256
C -4.315 -1.339 2.229 0.004
C -5.194 -0.284 2.418 -0.027
C -4.972 0.896 1.727 -0.023
C -3.887 0.965 0.870 -0.121
N -3.030 -0.040 0.689 0.027
C -0.107 -2.896 0.319 -0.148
C -0.449 -2.723 -1.142 -0.319
C -0.269 -3.772 -2.037 -0.014
C -0.586 -3.580 -3.371 -0.078
C -1.091 -2.347 -3.757 -0.073
C -1.228 -1.356 -2.802 -0.112
N -0.905 -1.524 -1.518 0.021
H -1.093 -1.431 3.166 0.122
H -0.578 -3.113 2.913 0.132
H 1.703 -2.175 2.184 0.112
H 1.247 -2.098 3.882 0.124
H 1.654 -0.167 5.032 0.120
H 2.383 2.212 5.019 0.118
H 2.467 3.413 2.830 0.118
H 1.824 2.201 0.782 0.093
H -2.503 -3.142 1.789 0.134
H -2.496 -2.661 0.083 0.133
H -4.470 -2.280 2.736 0.120
H -6.033 -0.382 3.090 0.118
H -5.631 1.743 1.843 0.117
H -3.697 1.866 0.297 0.115
H -0.302 -3.939 0.619 0.144
H 0.971 -2.725 0.421 0.091
H 0.120 -4.717 -1.693 0.123
H -0.439 -4.370 -4.092 0.118
H -1.358 -2.149 -4.782 0.115
H -1.599 -0.374 -3.068 0.095
Br 2.276 -1.885 -4.256 0.793
C 3.529 -0.494 -4.026 -0.722
C 4.365 -0.162 -5.080 -0.119
C 5.297 0.848 -4.925 -0.063
C 5.398 1.521 -3.719 -0.069
C 4.563 1.188 -2.666 -0.142
C 3.622 0.181 -2.817 -0.627
I 2.343 -0.316 -1.144 1.079
H 4.283 -0.700 -6.012 0.106
H 5.945 1.103 -5.748 0.113
H 6.129 2.303 -3.592 0.112
H 4.648 1.702 -1.722 0.097
C -1.534 3.430 -3.970 -0.096
C -0.244 3.331 -3.484 -0.096
C 0.036 2.493 -2.415 -0.177
C -0.941 1.715 -1.772 -0.331
C -2.241 1.861 -2.300 -0.200
C -2.536 2.689 -3.372 -0.103
H -1.757 4.078 -4.804 0.101
H 0.548 3.913 -3.934 0.100
H 1.075 2.448 -2.079 0.052
H -3.063 1.284 -1.871 0.069
H -3.552 2.753 -3.739 0.099
O -0.842 4.739 0.232 0.126
C -1.140 3.993 1.131 -0.404
N -0.906 2.620 1.141 0.020
C -1.333 2.099 2.299 -0.495
O -1.273 0.874 2.528 -0.063
C -1.876 3.156 3.174 -0.095
C -2.395 3.126 4.450 0.001
C -2.826 4.333 4.990 -0.062
C -2.748 5.512 4.265 -0.054
C -2.229 5.534 2.972 0.012
C -1.785 4.343 2.442 -0.075
H -2.446 2.199 5.003 0.119
H -3.234 4.354 5.989 0.108
H -3.082 6.434 4.718 0.110
H -2.176 6.449 2.403 0.124
```

**Charge**: +1

---

(2)
Here is a structure of composition C39H33CdF3N8O4S from OMol25. Energies are from ωB97M-V/def2-TZVPD.

Structure (XYZ):
```
89
Properties=species:S:1:pos:R:3:lowdin_charge:R:1
Cd -0.077 0.095 -0.467 1.331
O -2.309 -0.026 -1.248 -0.153
C -2.876 -1.035 -1.748 -0.422
C -3.823 -0.872 -2.822 -0.042
C -4.465 -1.925 -3.413 -0.137
C -4.240 -3.249 -2.995 -0.147
C -3.357 -3.448 -1.959 -0.090
C -2.673 -2.401 -1.321 -0.159
C -1.768 -2.789 -0.264 -0.145
N -0.962 -2.049 0.392 0.002
C -0.083 -2.697 1.344 -0.218
C 2.123 -1.483 1.420 -0.337
N 1.261 -0.312 1.481 0.014
C 1.535 0.573 2.358 -0.110
C 0.776 1.764 2.653 -0.153
C 1.348 2.681 3.545 -0.083
C 0.697 3.822 3.958 -0.145
C -0.602 4.046 3.474 -0.131
C -1.206 3.166 2.616 -0.045
C -0.553 1.976 2.142 -0.430
O -1.152 1.187 1.351 -0.162
H -3.993 0.146 -3.152 0.099
H -5.156 -1.734 -4.230 0.087
H -4.736 -4.082 -3.477 0.077
H -3.162 -4.461 -1.613 0.095
H -1.793 -3.870 -0.033 0.109
H -0.354 -3.758 1.468 0.110
H -0.175 -2.196 2.307 0.120
H 2.911 -0.690 -0.385 0.074
H 2.491 -1.727 2.424 0.135
H 2.418 0.422 2.999 0.125
H 2.351 2.474 3.909 0.099
H 1.171 4.523 4.633 0.075
H -1.142 4.935 3.787 0.085
H -2.211 3.339 2.249 0.099
N 3.384 1.454 -7.621 0.064
C 3.543 1.604 -6.225 -0.337
C 3.042 0.640 -5.352 -0.033
C 3.222 0.770 -3.987 -0.052
C 3.907 1.866 -3.479 -0.290
C 4.404 2.830 -4.336 -0.068
C 4.231 2.697 -5.707 -0.053
S 4.115 1.999 -1.714 0.560
O 4.731 3.284 -1.455 -0.349
O 4.877 0.835 -1.318 -0.340
N 2.647 1.815 -1.128 -0.093
C 1.673 2.679 -1.419 -0.473
N 0.449 2.359 -0.901 0.041
C -0.532 3.239 -0.993 -0.149
C -0.374 4.458 -1.634 -0.082
C 0.864 4.658 -2.226 -0.164
N 1.873 3.814 -2.137 0.126
H 2.587 0.880 -7.856 0.073
H 3.324 2.340 -8.101 0.070
H 2.492 -0.212 -5.742 0.106
H 2.805 0.033 -3.311 0.090
H 4.907 3.691 -3.914 0.105
H 4.621 3.453 -6.381 0.098
H -1.476 2.928 -0.558 0.103
H -1.178 5.176 -1.706 0.080
H 1.054 5.555 -2.814 0.096
F -0.892 -5.937 -7.963 0.112
C -1.820 -5.617 -7.025 -0.578
F -2.165 -6.794 -6.454 0.116
F -2.901 -5.192 -7.707 0.117
C -1.320 -4.622 -6.036 -0.153
C -0.369 -5.019 -5.100 -0.024
C 0.125 -4.107 -4.188 -0.021
C -0.315 -2.774 -4.184 -0.247
C -1.269 -2.396 -5.137 -0.020
C -1.768 -3.307 -6.048 -0.018
C 0.150 -1.840 -3.214 -0.194
C 0.407 -1.074 -2.297 -0.088
H -0.024 -6.045 -5.083 0.116
H 0.858 -4.414 -3.454 0.084
H -1.638 -1.380 -5.120 0.117
H -2.522 -3.000 -6.761 0.113
C 3.185 -4.008 -1.857 -0.043
N 2.874 -3.316 -0.620 -0.179
C 3.879 -2.587 0.037 -0.161
C 3.293 -1.269 0.470 -0.182
N 1.313 -2.621 0.946 -0.031
C 1.641 -3.267 -0.212 -0.134
H 4.210 -4.368 -1.790 0.081
H 3.090 -3.319 -2.698 0.092
H 2.515 -4.858 -1.994 0.075
H 4.750 -2.492 -0.604 0.059
H 4.032 -0.635 0.959 0.108
H 0.868 -3.791 -0.754 0.129
```

**Charge**: -2

---

(3)
Here is a structure of composition C39H33F10GeMgN8O2 at a distorted geometry from OMol25. Energies are from ωB97M-V/def2-TZVPD.

Structure (XYZ):
```
94
Properties=species:S:1:pos:R:3:lowdin_charge:R:1
Mg 0.009 0.323 0.681 0.478
C -0.408 3.172 0.057 -0.051
N -0.941 1.900 -0.431 -0.266
C -2.392 1.847 -0.258 -0.177
C -2.754 1.367 1.151 -0.213
N -1.886 0.254 1.464 -0.041
C -2.093 -0.513 2.532 -0.192
C -3.171 -0.524 3.458 -0.128
F -4.171 0.387 3.366 0.060
C -3.281 -1.452 4.474 -0.162
F -4.353 -1.422 5.278 0.102
C -2.323 -2.429 4.669 -0.163
F -2.458 -3.348 5.644 0.086
C -1.232 -2.450 3.813 -0.153
F -0.295 -3.393 3.964 0.110
C -1.139 -1.529 2.802 -0.116
F -0.067 -1.581 1.953 0.045
C -0.530 1.654 -1.813 -0.188
C 0.980 1.404 -1.892 -0.242
N 1.429 0.740 -0.697 -0.111
C 3.607 0.615 0.592 -0.238
C 5.006 0.982 0.157 -0.174
F 5.103 2.226 -0.353 0.090
C 6.093 0.231 0.223 -0.125
F 7.257 0.759 -0.178 0.113
C 6.021 -1.235 0.587 -0.253
F 7.091 -3.207 1.379 -0.014
C 4.806 -1.382 1.480 -0.187
F 4.802 -2.452 2.288 0.116
C 3.716 -0.633 1.403 -0.187
F 2.629 -1.001 2.087 0.132
H -0.809 4.018 -0.521 0.096
H 0.676 3.160 -0.015 0.079
H -0.662 3.292 1.109 0.099
H -2.802 1.132 -0.976 0.112
H -2.852 2.826 -0.457 0.122
H -3.816 1.099 1.152 0.111
H -2.627 2.185 1.874 0.120
H -0.818 2.486 -2.476 0.125
H -1.050 0.758 -2.154 0.099
H 1.514 2.363 -2.034 0.114
H 1.179 0.810 -2.805 0.113
O 2.173 2.025 3.611 0.035
C 1.948 1.643 2.469 -0.619
O 0.836 1.198 2.026 -0.091
C 3.110 1.818 1.443 0.000
C 2.759 0.384 -0.722 -0.213
Ge 3.959 -2.331 -1.100 1.161
C 5.776 -2.024 -0.697 -0.243
C 7.266 -1.807 1.333 -0.238
C 8.605 -1.522 0.747 -0.070
C 8.930 -1.639 -0.553 -0.129
C 8.100 -1.968 -1.674 -0.126
C 6.740 -2.141 -1.712 -0.153
C 3.824 -3.214 -2.907 -0.295
C 4.114 -4.572 -3.047 -0.111
C 4.072 -5.183 -4.290 -0.090
C 3.713 -4.452 -5.416 -0.100
C 3.402 -3.107 -5.293 -0.095
C 3.464 -2.495 -4.047 -0.117
C 3.059 -3.672 0.045 -0.266
C 3.805 -4.774 0.456 -0.112
C 3.179 -5.844 1.077 -0.081
C 1.814 -5.806 1.327 -0.088
C 1.076 -4.688 0.969 -0.079
C 1.697 -3.629 0.322 -0.138
H 3.953 2.186 2.027 0.128
H 2.803 2.604 0.750 0.119
H 3.301 0.867 -1.551 0.134
H 2.904 -0.778 -0.930 0.036
H 7.231 -1.478 2.375 0.147
H 9.370 -1.240 1.460 0.091
H 9.971 -1.454 -0.803 0.094
H 8.629 -2.145 -2.604 0.077
H 6.341 -2.494 -2.661 0.086
H 4.381 -5.153 -2.174 0.094
H 4.330 -6.231 -4.385 0.100
H 3.691 -4.928 -6.389 0.097
H 3.122 -2.533 -6.168 0.099
H 3.240 -1.437 -3.957 0.094
H 4.881 -4.777 0.320 0.104
H 3.758 -6.712 1.371 0.101
H 1.329 -6.638 1.823 0.099
H 0.020 -4.636 1.200 0.102
H 1.133 -2.742 0.067 0.036
N 0.267 -4.089 -2.473 0.169
N -0.303 -3.097 -1.727 -0.258
N -1.594 -3.053 -1.496 0.150
C -1.699 -1.916 -0.817 -0.155
N -0.514 -1.319 -0.671 0.002
N 0.376 -2.088 -1.255 0.066
H -0.184 -4.973 -2.294 0.105
H 1.273 -4.106 -2.342 0.082
H -2.624 -1.530 -0.427 0.118
```

**Charge**: -1

---

So what do the calculations give for energy relative to the best compared isomer or geometry (same formula, charge and spin)? Going down the list: 13.8, 0.0, 127.3 kcal/mol.